No. 1
The following is a DFT calculation (ωB97M-V with the def2-TZVPD basis set) of a molecular structure, C33H51AsBMoN6O6S.

E_HOMO = -17.568 eV
frontier orbital gap = 5.8 eV
largest force on an atom = 0.60 eV/Å
total energy = -130455.377 eV
net charge = +3
energy relative to the best compared isomer or geometry (same formula, charge and spin) = 0.0 kJ/mol

Structure (XYZ):
```
100
C33H51AsBMoN6O6S (ωB97M-V with the def2-TZVPD basis set)
Mo 0.17986 0.31036 -0.56611
C -2.43728 1.68065 2.02819
C -3.22438 1.97425 0.75113
C -3.29721 3.47618 0.45696
C -2.94280 1.13911 -0.48383
C -3.99323 0.70165 -1.25482
C -3.51621 -0.21600 -2.18986
C -4.38156 -1.05410 -3.08863
C -4.05291 -0.94524 -4.57731
C -4.42599 -2.50922 -2.60324
N -2.18693 -0.28170 -2.05018
N -1.78933 0.57833 -1.01087
B -1.20751 -1.40545 -2.42570
N 0.22860 -0.67475 -2.58845
N 1.23938 -0.99224 -1.72077
C 2.45195 -0.73333 -2.31894
C 2.20414 -0.32217 -3.62306
C 0.84086 -0.19790 -3.77681
C 0.15740 0.25809 -5.01125
C -0.98945 1.23643 -4.77462
C -0.22927 -0.95040 -5.89255
C 3.73883 -0.91942 -1.60541
C 4.91645 -0.94778 -2.58062
C 3.68740 -2.16476 -0.70875
N -0.98213 -2.25807 -1.18456
N -0.61670 -1.59590 -0.01971
C -0.36416 -2.58851 0.91633
C -0.49497 -3.80961 0.30534
C -0.87240 -3.57922 -1.02435
C -1.10677 -4.58676 -2.10005
C -2.05728 -5.68438 -1.61185
C 0.24807 -5.16755 -2.53100
C -0.27763 -2.39506 2.39848
C 0.43409 -1.13670 2.83914
C -1.70871 -2.44844 2.96010
H -3.06561 1.93591 2.88045
H -1.53771 2.28225 2.10583
H -2.18028 0.62307 2.12936
H -4.24876 1.65720 0.96121
H -2.30160 3.90561 0.37377
H -3.80490 3.97160 1.28338
H -3.86073 3.68488 -0.45273
H -5.02772 0.96231 -1.10422
H -5.38104 -0.63782 -2.94540
H -3.09072 -1.39464 -4.81612
H -4.05621 0.08894 -4.91954
H -4.81286 -1.48162 -5.14360
H -3.48329 -3.02518 -2.78868
H -5.20393 -3.04130 -3.14872
H -4.66070 -2.57392 -1.54029
H -1.53077 -2.00734 -3.38575
H 2.94120 -0.06717 -4.36594
H 0.94664 0.78935 -5.55182
H -1.82171 0.77633 -4.25031
H -1.35751 1.57886 -5.74090
H -0.64943 2.11529 -4.22468
H -1.00901 -1.55535 -5.43638
H 0.63166 -1.58534 -6.09761
H -0.60349 -0.57090 -6.84197
H 3.84380 -0.03942 -0.95439
H 4.82664 -1.77979 -3.28032
H 5.84035 -1.08597 -2.02270
H 5.01013 -0.01993 -3.14454
H 3.55530 -3.06541 -1.30969
H 2.88087 -2.11126 0.02364
H 4.63044 -2.25548 -0.17328
H -0.40519 -4.76840 0.78781
H -1.55757 -4.08425 -2.95639
H -1.62023 -6.24861 -0.78763
H -2.24758 -6.38429 -2.42388
H -3.01332 -5.27707 -1.28232
H 0.73644 -5.67723 -1.69983
H 0.92104 -4.39202 -2.90335
H 0.09547 -5.89464 -3.32702
H 0.26729 -3.26229 2.77850
H -0.12068 -0.24955 2.51606
H 1.46005 -1.10169 2.47315
H 0.47796 -1.08192 3.92613
H -2.30581 -1.61695 2.57914
H -1.67618 -2.37266 4.04614
H -2.21063 -3.37893 2.69897
O -0.45404 3.87078 -1.18044
As 1.06581 3.38538 -1.83469
O 1.36179 3.75145 -3.36098
O 0.82137 1.57545 -1.67287
C 2.40997 3.63042 -0.51461
C 3.28404 4.64622 -0.85942
C 4.30371 5.03219 0.01413
C 4.44560 4.40103 1.23302
C 3.58555 3.36523 1.59168
C 2.57301 2.97286 0.72539
S 1.67015 1.59628 1.32307
O 1.98045 0.35180 0.48444
O 1.83872 1.46906 2.71138
O 0.19062 1.69674 0.84294
H -0.93801 4.41786 -1.82269
H 3.17429 5.14961 -1.81379
H 4.97309 5.83325 -0.26893
H 5.22446 4.70410 1.91914
H 3.70655 2.87429 2.54711
```

=====

No. 2
The following is a DFT calculation (ωB97M-V with the def2-TZVPD basis set) of 10 unconnected molecules or ions with the total composition C33H51Cl27N4O6PS at a distorted geometry.

E_HOMO = -11.685 eV
frontier orbital gap = 9.5 eV
largest force on an atom = 2.41 eV/Å
total energy = -411513.896 eV
net charge = +1

Structure (XYZ):
```
123
C33H51Cl27N4O6PS (ωB97M-V with the def2-TZVPD basis set)
C 2.86115 5.49433 -0.81380
C 2.09761 4.68702 -1.25896
C 1.13621 3.70496 -1.70641
C 1.09658 2.56723 -0.67806
C 0.10748 1.48463 -1.06138
C -0.52516 0.82764 0.21970
N 0.61108 0.54774 1.08672
C 0.42129 0.73723 2.48668
C 0.64080 -0.39004 3.43100
O 0.12953 1.84768 2.88177
C 1.34061 -0.65712 0.71118
C 2.72886 -0.43319 0.23956
O 0.85977 -1.75475 0.79892
N -1.47137 1.86510 0.67039
C -2.55717 1.76718 -0.09180
N -3.46715 2.70463 -0.29975
S -4.82018 2.36262 -1.27335
C -3.35280 4.07082 0.26135
C -4.38601 4.40503 1.33157
C -3.69488 4.62575 2.66451
C -2.78852 5.80828 2.55096
O -3.19685 6.92761 2.38846
O -1.48686 5.47035 2.59764
C -0.63614 6.07069 1.59983
C 0.27560 7.12199 2.16091
N -2.65975 0.54483 -0.63841
C -1.53410 -0.28737 -0.16119
C -2.06538 -1.28033 0.92878
C -3.30687 -0.85602 1.68742
C -3.80851 -1.85118 2.73523
C -2.83792 -2.30837 3.82124
C -2.60074 -1.33566 4.98108
O -3.25096 -0.09505 4.83806
C -2.41523 1.00805 5.10899
P -1.21333 -1.37715 -1.61898
O -0.94776 -0.63275 -2.86812
H 3.52121 6.18439 -0.35856
H 1.40149 3.35550 -2.69482
H 0.17879 4.21687 -1.69366
H 0.87409 3.03026 0.27743
H 2.10251 2.19618 -0.57268
H -0.65635 1.84792 -1.73528
H 0.64209 0.70911 -1.59282
H 1.57204 -0.91170 3.24764
H -0.16136 -1.11316 3.38206
H 0.68351 0.02506 4.42299
H 3.27972 -1.33423 0.44352
H 3.16301 0.41234 0.75096
H 2.70521 -0.24458 -0.82567
H -1.08267 2.76011 0.91960
H -5.69501 1.98820 -0.32474
H -3.48475 4.74840 -0.57064
H -2.35617 4.20158 0.64149
H -5.07692 3.58424 1.46396
H -4.96601 5.26740 1.03963
H -4.42203 4.75103 3.45303
H -3.11224 3.74431 2.87144
H -0.03132 5.28031 1.16762
H -1.23719 6.47758 0.79547
H -0.18806 8.09544 2.14997
H 1.16825 7.16492 1.54570
H 0.56323 6.84164 3.16275
H -2.82245 0.53363 -1.64514
H -1.28665 -1.48390 1.64517
H -2.28435 -2.22951 0.44908
H -4.14142 -0.68451 1.02118
H -3.12524 0.10335 2.16471
H -4.64834 -1.37146 3.21922
H -4.22099 -2.69849 2.21380
H -3.27663 -3.19216 4.26347
H -1.90735 -2.65726 3.39203
H -2.97342 -1.80064 5.88634
H -1.53705 -1.20122 5.14130
H -1.99288 1.38775 4.18649
H -2.99926 1.76610 5.60692
H -1.58994 0.75646 5.76638
H -2.42997 -2.07353 -1.70604
H -0.23198 -2.31583 -1.29729
C 1.09914 -5.30145 0.73109
Cl 0.68204 -5.07477 2.42571
Cl 1.55923 -6.96595 0.39894
Cl -0.24982 -4.84733 -0.33455
H 1.94337 -4.66229 0.50809
C -3.51153 -6.02124 2.72954
Cl -2.38814 -6.52609 3.98553
Cl -5.00985 -5.41677 3.44221
Cl -2.77498 -4.80417 1.67681
H -3.75292 -6.88253 2.12327
C -6.76446 -1.79481 -2.47807
Cl -5.06726 -1.36332 -2.21464
Cl -7.70563 -0.33323 -2.79370
Cl -6.91677 -2.94411 -3.79378
H -7.14537 -2.25306 -1.57648
C 3.31627 -6.49777 -3.18083
Cl 2.93535 -6.51813 -4.89993
Cl 5.05701 -6.50537 -2.90067
Cl 2.55460 -5.09368 -2.42469
H 2.90814 -7.39473 -2.73602
C 1.92414 10.29920 -0.12509
Cl 1.91774 8.54082 -0.35844
Cl 0.89547 10.78780 1.21734
Cl 3.56826 10.87906 0.10738
H 1.53101 10.74904 -1.02541
C 7.87376 -5.61400 -6.37583
Cl 8.62275 -4.04426 -6.09575
Cl 8.89468 -6.91348 -5.74961
Cl 6.27182 -5.68756 -5.64400
H 7.77194 -5.75353 -7.44271
C -2.94063 1.09530 -5.06539
Cl -2.52963 -0.50245 -5.66435
Cl -3.75306 0.99840 -3.47993
Cl -1.51061 2.12143 -4.94621
H -3.63499 1.55232 -5.75649
C 6.37881 -3.87190 1.03724
Cl 6.84934 -2.37041 0.24494
Cl 5.67063 -3.55328 2.62674
Cl 5.27245 -4.79801 0.02433
H 7.26820 -4.46625 1.19133
C 11.86821 -8.31550 -7.68236
Cl 11.50364 -7.50827 -9.20749
Cl 11.65226 -10.05910 -7.82465
Cl 13.49634 -7.92317 -7.13432
H 11.16896 -7.95169 -6.94482
```

=====

No. 3
The following is a DFT calculation (ωB97M-V with the def2-TZVPD basis set) of a molecular structure, C33H51Cl3N4NaO6P2S2Si at a distorted geometry.

E_HOMO (spin up / spin down) = -3.867 / -1.334 eV
frontier orbital gap (spin up / spin down) = 5.8 / 3.3 eV
largest force on an atom = 18.78 eV/Å
total energy = -143395.209 eV
net charge = -1

Structure (XYZ):
```
103
C33H51Cl3N4NaO6P2S2Si (ωB97M-V with the def2-TZVPD basis set)
Na 0.00000 0.00000 0.00000
C 0.44728 5.39756 3.65051
C 1.17537 4.14667 3.15882
C 2.68265 4.40585 3.09357
O 0.69812 3.82577 1.86527
P 0.44298 2.10697 1.80727
O 0.37066 1.83070 0.53779
C 1.92416 1.01380 2.15862
P 1.55178 -0.82599 2.30892
O 1.28460 -1.01407 1.05619
O 2.78205 -2.03808 2.62382
C 4.04284 -1.80145 2.01216
C 4.84906 -0.73370 2.75500
C 3.98908 -1.56865 0.49050
O 0.11381 -1.24351 3.22324
C 0.30894 -1.24427 4.64068
C 1.40867 -2.18404 5.15311
C 0.44244 0.15658 5.24435
O -1.00400 1.68103 2.66989
C -2.10909 2.48068 2.29636
C -3.03108 1.67840 1.37461
C -2.85902 2.88566 3.56453
H 0.80400 5.67844 4.66462
H -0.64368 5.20540 3.70265
H 0.62240 6.24789 2.95693
H 0.97601 3.34931 3.91420
H 2.90201 5.23225 2.38387
H 3.21683 3.49815 2.74615
H 3.07116 4.67756 4.09727
H 2.29236 1.31985 3.14179
H 2.72197 1.22173 1.41222
H 4.60448 -2.74913 2.13687
H 4.39338 0.26607 2.67658
H 5.87488 -0.67638 2.33332
H 4.92637 -1.00470 3.82932
H 3.49485 -0.61500 0.22754
H 3.45156 -2.40810 0.00085
H 5.02131 -1.53253 0.08265
H -0.63759 -1.65961 5.04985
H 2.41999 -1.79385 4.92749
H 1.27687 -3.20049 4.72602
H 1.34644 -2.26166 6.25983
H 1.39529 0.63083 4.95877
H 0.43167 0.09078 6.35376
H -0.40854 0.79535 4.93700
H -1.81327 3.42445 1.78208
H -3.37308 0.75023 1.88143
H -2.49993 1.39548 0.44345
H -3.91923 2.28534 1.09715
H -3.20763 1.98469 4.11457
H -3.73799 3.51587 3.31081
H -2.19013 3.46522 4.23374
C 2.34359 1.02666 -6.22527
Si 1.99565 -0.50202 -5.14071
C 3.31824 -1.80595 -5.57029
C 0.34896 -1.19364 -5.68153
C 2.28460 0.02082 -3.30949
C 3.58463 0.52948 -3.04470
C 3.96269 0.95308 -1.77509
C 3.03309 0.86649 -0.76632
N 1.78962 0.39741 -0.94454
C 1.40548 -0.02809 -2.21281
S -0.25565 -0.64245 -2.39803
H 2.23102 0.76753 -7.28199
H 3.36124 1.39230 -6.06345
H 1.63790 1.82648 -5.98321
H 3.21979 -2.10588 -6.61760
H 3.19201 -2.69004 -4.93886
H 4.32305 -1.40276 -5.41711
H 0.37741 -1.43104 -6.75028
H -0.46079 -0.47348 -5.53376
H 0.10577 -2.11991 -5.15307
H 4.32583 0.60118 -3.83743
H 4.95518 1.33871 -1.58445
H 3.26191 1.17923 0.24549
Cl -3.51864 -4.29098 -0.62211
C -1.93638 -4.31282 0.19841
Cl -0.86210 -5.48259 -0.61082
Cl -2.15608 -4.78651 1.90277
C -1.33472 -2.97211 0.13686
N -0.85858 -1.91108 0.08812
S -5.04686 2.30388 -3.51832
C -3.76143 1.81709 -2.38260
C -3.93595 0.71034 -1.55496
C -2.90634 0.36893 -0.69532
N -1.74027 1.04410 -0.61611
C -1.59423 2.10602 -1.43644
C -2.56387 2.52673 -2.32991
C -5.96953 3.42632 -2.48481
C -7.02707 2.95894 -1.70794
C -7.71723 3.87050 -0.92806
N -7.42781 5.18802 -0.88046
C -6.40455 5.61486 -1.65023
C -5.65424 4.78299 -2.46315
H -4.84649 0.12280 -1.57331
H -2.99341 -0.48373 -0.02787
H -0.64420 2.62637 -1.35477
H -2.38195 3.38565 -2.96544
H -7.31364 1.91361 -1.70505
H -8.54805 3.55658 -0.30252
H -6.19767 6.67995 -1.59577
H -4.84766 5.19029 -3.06170
H -0.88919 0.07250 1.64941
```

=====

No. 4
The following is a DFT calculation (ωB97M-V with the def2-TZVPD basis set) of 6 unconnected molecules or ions with the total composition C33H51FN2O12P at a distorted geometry.

E_HOMO = -10.725 eV
frontier orbital gap = 7.7 eV
largest force on an atom = 3.82 eV/Å
total energy = -74597.387 eV
net charge = +1
energy relative to the best compared isomer or geometry (same formula, charge and spin) = 0.0 kJ/mol

Structure (XYZ):
```
100
C33H51FN2O12P (ωB97M-V with the def2-TZVPD basis set)
N -8.26180 0.95466 -4.02763
P -7.29791 -0.30045 -3.24324
O -7.41066 0.06906 -1.60618
C -5.51313 -0.10287 -3.89600
C -4.75507 -1.48623 -4.07259
C -5.33141 -2.63889 -3.17482
F -5.17640 -2.30742 -1.80054
C -4.76613 0.67245 -2.72307
C -4.87372 2.21579 -3.04603
C -4.10848 3.25862 -2.16587
O -2.72526 2.98933 -1.97847
C -2.46920 2.05957 -0.96846
C -1.34911 1.12945 -1.21518
C -1.01443 0.08711 -0.24771
C -1.78900 -0.03456 0.98034
C -2.89652 0.86724 1.27951
C -3.19124 1.89649 0.27596
C -4.64662 2.18426 -4.60571
N -5.26519 0.85669 -5.05602
H -8.81023 1.38722 -3.26586
H -7.65490 1.72045 -4.35039
H -6.90577 -0.55593 -1.05237
H -3.65855 -1.42310 -3.85828
H -4.84057 -1.80381 -5.15697
H -6.38307 -2.92183 -3.42680
H -4.71251 -3.55453 -3.39647
H -3.66765 0.46972 -2.93809
H -4.84781 0.31392 -1.67225
H -5.96410 2.49030 -2.90382
H -4.16073 4.24145 -2.72098
H -4.70207 3.41315 -1.23348
H -0.76863 1.24540 -2.15869
H -0.18438 -0.61032 -0.49156
H -1.57643 -0.83831 1.71809
H -3.52260 0.79618 2.19009
H -4.05972 2.56694 0.49616
H -5.36615 2.91751 -5.06794
H -3.61434 2.27339 -5.01827
H -6.12269 0.90302 -5.61729
H -4.46329 0.43194 -5.54593
O -3.10256 3.08049 3.52738
C -1.95780 3.36086 3.76373
O -0.93896 2.47187 3.69721
C 0.27717 3.09767 4.14284
C 0.04536 4.58367 3.96829
C -1.44803 4.70948 4.21469
H 0.44746 2.82368 5.18730
H 1.11259 2.74147 3.54639
H 0.65460 5.19521 4.63353
H 0.27322 4.87626 2.93976
H -1.67793 4.84006 5.27405
H -1.88862 5.51142 3.62533
O 3.09796 1.52966 4.24448
C 2.65904 0.46407 3.89205
O 1.61513 0.31406 3.03045
C 1.28850 -1.08253 2.92166
C 2.53872 -1.82148 3.33748
C 3.14243 -0.88397 4.36647
H 0.44059 -1.29220 3.58054
H 1.00339 -1.31165 1.89446
H 2.34007 -2.82283 3.71877
H 3.21384 -1.91594 2.48078
H 2.74893 -1.06983 5.36867
H 4.22983 -0.93115 4.36601
O 5.06691 2.46516 9.83235
C 5.32080 2.54869 8.66450
O 4.82899 1.70229 7.72205
C 5.41265 2.01015 6.44562
C 5.87796 3.44741 6.55753
C 6.25018 3.55476 8.02673
H 6.24115 1.31831 6.26518
H 4.66681 1.88010 5.66168
H 6.69494 3.68947 5.87750
H 5.04716 4.12384 6.33940
H 7.28255 3.25005 8.20939
H 6.07093 4.55458 8.41701
O 3.43419 -2.98780 0.96553
C 3.46155 -2.69307 -0.20018
O 2.35711 -2.36598 -0.91864
C 2.72282 -2.17734 -2.29876
C 4.20397 -1.87231 -2.27923
C 4.68503 -2.67314 -1.08359
H 2.49467 -3.09288 -2.84649
H 2.14106 -1.35817 -2.72313
H 4.70916 -2.12810 -3.20934
H 4.35935 -0.80527 -2.09265
H 4.94288 -3.69853 -1.35781
H 5.52050 -2.18874 -0.58205
O 5.13235 -3.73208 -4.38324
C 4.40741 -4.60975 -4.76414
O 3.06922 -4.64161 -4.52787
C 2.52290 -5.87592 -5.02186
C 3.51005 -6.35860 -6.06414
C 4.83231 -5.84450 -5.52076
H 2.42657 -6.57296 -4.18552
H 1.53526 -5.69495 -5.44500
H 3.48505 -7.43775 -6.21297
H 3.29825 -5.88179 -7.02459
H 5.28801 -6.54932 -4.82244
H 5.52687 -5.59324 -6.31960
```

=====

Number 1 is which compound?
C33H51AsBMoN6O6S